# 1
DFT (wB97M-V/def2-TZVPD) results for 11 unconnected molecules or ions with the total composition C34H68Br10O12S6 at a distorted geometry.

The energy relative to the best compared isomer or geometry (same formula, charge and spin) is 0.0 kJ/mol. Its net charge is 0. The frontier orbital gap comes out at 9.61 eV. Its SMILES is O=S1(=O)CCCC1.O=S1(=O)CCCC1.O=S1(=O)CCCC1.O=S1(=O)CCCC1.O=S1(=O)CCCC1.O=S1(=O)CCCC1.BrCCBr.BrCCBr.BrCCBr.BrCCBr.BrCCBr.

```
130
Properties=species:S:1:pos:R:3:lowdin_charge:R:1
O 5.147 1.224 5.832 -0.336
S 4.084 0.403 5.257 0.646
O 4.376 -0.555 4.216 -0.391
C 3.133 -0.402 6.588 -0.206
C 1.708 0.180 6.506 -0.205
C 1.859 1.626 5.994 -0.200
C 2.705 1.447 4.731 -0.279
H 3.542 -0.099 7.548 0.105
H 3.207 -1.464 6.367 0.034
H 1.068 -0.453 5.887 0.094
H 1.248 0.101 7.494 0.114
H 2.296 2.341 6.687 0.119
H 0.890 2.005 5.662 0.105
H 3.033 2.352 4.223 0.085
H 2.148 0.859 4.005 0.024
O -3.623 -1.665 -5.049 -0.343
S -2.597 -2.480 -5.686 0.688
O -2.596 -2.676 -7.119 -0.325
C -0.945 -1.956 -5.155 -0.224
C -0.208 -3.206 -4.656 -0.206
C -1.039 -4.451 -4.978 -0.236
C -2.529 -4.136 -4.897 -0.204
H -1.138 -1.351 -4.274 0.019
H -0.580 -1.341 -5.972 0.111
H 0.808 -3.259 -5.036 0.113
H -0.208 -3.165 -3.564 0.085
H -0.763 -5.341 -4.409 0.103
H -0.800 -4.741 -6.008 0.116
H -2.929 -3.949 -3.899 0.094
H -3.169 -4.822 -5.443 0.104
O -0.381 -3.629 0.333 -0.395
S -0.402 -5.044 0.618 0.682
O 0.778 -5.642 1.238 -0.343
C -1.979 -5.478 1.471 -0.223
C -2.701 -6.495 0.608 -0.204
C -2.319 -6.144 -0.823 -0.234
C -0.809 -6.019 -0.911 -0.200
H -2.450 -4.505 1.638 0.048
H -1.777 -5.759 2.507 0.102
H -2.355 -7.498 0.862 0.122
H -3.773 -6.462 0.792 0.119
H -2.755 -5.203 -1.163 0.120
H -2.570 -6.933 -1.538 0.119
H -0.479 -5.431 -1.763 0.088
H -0.222 -6.927 -0.792 0.103
O -4.057 3.173 2.157 -0.335
S -3.820 3.736 0.835 0.700
O -2.795 3.146 -0.005 -0.344
C -5.402 3.808 -0.107 -0.215
C -5.898 5.245 0.051 -0.211
C -4.668 6.181 0.036 -0.213
C -3.616 5.555 0.930 -0.204
H -6.103 3.055 0.234 0.108
H -5.029 3.627 -1.118 0.037
H -6.658 5.593 -0.641 0.118
H -6.314 5.181 1.066 0.116
H -4.927 7.168 0.418 0.116
H -4.449 6.306 -1.027 0.120
H -3.974 5.714 1.952 0.103
H -2.586 5.892 0.874 0.093
O 2.338 4.406 -2.381 -0.336
S 1.368 3.718 -1.544 0.701
O 0.644 2.565 -2.048 -0.331
C 2.138 3.327 0.040 -0.232
C 1.806 4.546 0.937 -0.195
C 0.325 4.837 0.663 -0.230
C 0.224 5.022 -0.855 -0.182
H 3.192 3.088 -0.067 0.077
H 1.594 2.455 0.398 0.053
H 1.997 4.307 1.980 0.111
H 2.458 5.333 0.558 0.120
H 0.067 5.800 1.110 0.111
H -0.319 4.057 1.069 0.082
H 0.630 6.003 -1.087 0.103
H -0.729 4.848 -1.351 0.089
O 2.540 0.093 -1.472 -0.335
S 2.475 -0.045 -2.913 0.677
O 1.247 -0.340 -3.600 -0.355
C 3.299 1.390 -3.676 -0.206
C 4.771 1.058 -3.696 -0.224
C 4.854 -0.399 -4.200 -0.207
C 3.771 -1.189 -3.500 -0.231
H 2.974 2.353 -3.290 0.067
H 3.004 1.320 -4.728 0.116
H 5.357 1.638 -4.413 0.119
H 5.306 1.219 -2.756 0.102
H 5.899 -0.679 -4.070 0.118
H 4.649 -0.352 -5.271 0.115
H 4.044 -1.899 -2.715 0.038
H 3.329 -1.937 -4.167 0.095
Br 5.152 1.701 1.951 0.697
C 5.586 0.459 0.455 -0.596
C 4.871 -0.816 0.882 -0.735
Br 5.399 -2.262 -0.269 0.696
H 6.668 0.417 0.448 0.053
H 5.198 0.872 -0.470 0.031
H 3.801 -0.706 0.733 0.035
H 5.071 -1.042 1.924 0.026
Br -1.126 -1.049 -1.525 0.778
C -1.079 0.315 -0.088 -0.630
C 0.024 -0.082 0.875 -0.627
Br -0.089 1.159 2.386 0.757
H -2.051 0.394 0.395 0.021
H -0.992 1.268 -0.603 0.025
H 1.011 0.104 0.468 0.030
H -0.138 -1.065 1.301 -0.009
Br 3.330 -3.982 5.038 0.645
C 2.671 -3.922 3.196 -0.675
C 1.731 -2.763 2.941 -0.626
Br 0.057 -3.040 3.981 0.601
H 2.251 -4.887 2.936 0.030
H 3.542 -3.790 2.551 0.058
H 1.531 -2.618 1.879 0.048
H 2.256 -1.841 3.208 0.042
Br -2.375 3.285 -4.889 0.590
C -2.284 2.235 -3.233 -0.696
C -3.433 1.250 -3.025 -0.650
Br -5.178 2.043 -3.488 0.605
H -2.141 2.852 -2.349 0.021
H -1.346 1.709 -3.390 0.022
H -3.392 0.813 -2.033 0.033
H -3.288 0.452 -3.752 0.020
Br -2.755 -1.723 2.444 0.647
C -3.589 0.040 2.851 -0.629
C -4.182 -0.095 4.264 -0.707
Br -2.787 -0.137 5.594 0.612
H -4.382 0.289 2.154 0.063
H -2.805 0.785 2.844 -0.025
H -4.693 -1.052 4.350 0.034
H -4.930 0.650 4.525 0.062
```

# 2
DFT (wB97M-V/def2-TZVPD) results for 7 unconnected molecules or ions with the total composition C34H68BrCl12N2OP2 at a distorted geometry.

Its net charge is +1. The frontier orbital gap comes out at 6.88 eV.

```
120
Properties=species:S:1:pos:R:3:lowdin_charge:R:1
C 3.894 -1.886 -0.041 -0.312
P 3.636 -1.007 -1.626 0.722
O 4.474 0.398 -1.467 -0.364
P 1.517 -0.425 -1.663 0.496
Br 1.137 0.611 0.239 0.521
C 1.273 0.705 -3.086 -0.338
C -0.106 1.393 -3.038 -0.248
C -0.134 2.759 -3.720 -0.184
C 0.828 3.826 -3.197 -0.197
C 0.332 4.585 -1.965 -0.273
N 0.409 3.859 -0.702 0.001
C 0.576 -1.969 -1.809 -0.328
C -0.879 -1.756 -2.246 -0.262
C -1.722 -2.987 -1.930 -0.185
C -3.248 -2.796 -1.996 -0.180
C -3.714 -1.670 -2.919 -0.220
C -5.194 -1.763 -3.268 -0.183
C -6.215 -1.088 -2.335 -0.189
C -5.773 0.151 -1.572 -0.218
C -6.946 1.127 -1.405 -0.202
C -6.477 2.335 -0.608 -0.222
C -6.073 1.936 0.821 -0.164
C -4.575 2.177 0.981 -0.133
N -4.014 1.245 1.953 -0.120
C -2.774 0.728 1.802 -0.124
C -2.468 -0.085 2.861 -0.107
C -3.615 -0.070 3.685 -0.089
C -4.541 0.749 3.091 -0.104
H 4.186 -2.889 -0.295 -0.016
H 2.982 -1.938 0.539 0.019
H 4.699 -1.442 0.520 -0.007
H 3.892 1.162 -1.534 0.025
H 1.396 0.087 -3.965 0.088
H 2.093 1.408 -3.031 0.035
H -0.492 1.404 -2.031 0.054
H -0.781 0.755 -3.590 0.098
H -0.022 2.655 -4.789 0.114
H -1.131 3.158 -3.573 0.115
H 0.905 4.572 -3.979 0.111
H 1.839 3.469 -3.029 0.093
H -0.692 4.894 -2.117 0.111
H 0.952 5.464 -1.863 0.106
H -0.267 3.113 -0.719 0.015
H 1.336 3.490 -0.573 0.026
H 1.105 -2.621 -2.488 0.103
H 0.525 -2.385 -0.811 0.082
H -0.968 -1.509 -3.293 0.105
H -1.256 -0.933 -1.649 0.098
H -1.451 -3.790 -2.601 0.117
H -1.434 -3.304 -0.935 0.107
H -3.709 -2.736 -1.020 0.116
H -3.613 -3.697 -2.469 0.105
H -3.176 -1.831 -3.849 0.109
H -3.376 -0.712 -2.548 0.090
H -5.461 -2.810 -3.302 0.104
H -5.339 -1.386 -4.271 0.107
H -7.034 -0.766 -2.967 0.102
H -6.663 -1.790 -1.649 0.112
H -5.002 0.711 -2.091 0.108
H -5.343 -0.152 -0.623 0.106
H -7.195 1.425 -2.414 0.099
H -7.777 0.620 -0.932 0.121
H -5.606 2.702 -1.132 0.073
H -7.210 3.126 -0.629 0.093
H -6.595 2.497 1.579 0.112
H -6.202 0.877 0.967 0.100
H -4.348 3.185 1.308 0.132
H -4.054 2.003 0.054 0.103
H -2.224 1.021 0.936 0.086
H -1.541 -0.601 2.986 -0.005
H -3.709 -0.596 4.607 0.085
H -5.520 0.965 3.453 0.115
Cl 6.468 -1.063 2.787 0.546
C 6.665 -2.800 3.167 -0.645
C 7.450 -3.526 2.113 -0.672
Cl 6.548 -3.648 0.574 0.588
H 5.675 -3.231 3.291 0.061
H 7.191 -2.860 4.118 0.024
H 7.652 -4.538 2.446 -0.010
H 8.398 -3.037 1.909 0.074
Cl 2.577 -3.520 4.805 0.531
C 1.149 -2.573 5.311 -0.691
C -0.073 -2.911 4.503 -0.618
Cl 0.092 -2.352 2.814 0.546
H 1.398 -1.517 5.224 -0.036
H 0.973 -2.801 6.360 0.075
H -0.943 -2.406 4.922 0.077
H -0.272 -3.978 4.489 0.073
Cl -7.957 3.243 -5.719 0.537
C -8.726 4.022 -4.313 -0.665
C -7.978 5.249 -3.863 -0.650
Cl -6.391 4.842 -3.159 0.556
H -8.795 3.285 -3.518 0.057
H -9.735 4.298 -4.614 0.075
H -8.547 5.761 -3.090 0.075
H -7.815 5.941 -4.683 0.069
Cl 3.239 -0.762 7.954 0.553
C 3.708 0.485 6.768 -0.651
C 2.623 1.505 6.557 -0.634
Cl 1.205 0.806 5.729 0.588
H 3.964 -0.016 5.840 0.064
H 4.601 0.972 7.154 0.076
H 2.995 2.310 5.927 0.075
H 2.286 1.933 7.497 0.071
Cl 9.148 -2.842 6.214 0.558
C 9.347 -4.569 6.619 -0.647
C 10.144 -5.306 5.576 -0.636
Cl 9.254 -5.449 4.036 0.608
H 8.358 -5.000 6.743 0.070
H 9.864 -4.613 7.575 0.075
H 10.351 -6.318 5.919 0.076
H 11.091 -4.815 5.372 0.072
Cl 5.524 3.602 -4.388 0.538
C 6.374 2.172 -5.033 -0.653
C 5.432 1.230 -5.732 -0.627
Cl 4.315 0.446 -4.580 0.580
H 6.886 1.685 -4.209 0.072
H 7.120 2.534 -5.737 0.078
H 5.994 0.437 -6.220 0.078
H 4.839 1.741 -6.485 0.072
```

# 3
DFT (wB97M-V/def2-TZVPD) results for a molecular structure, C34H68F3N3O37S5 at a distorted geometry.

The energy relative to the best compared isomer or geometry (same formula, charge and spin) is 0.0 kJ/mol. Its net charge is +2. The frontier orbital gap comes out at 8.08 eV.

```
150
Properties=species:S:1:pos:R:3:lowdin_charge:R:1
N -15.542 11.097 11.343 0.321
H -16.036 11.093 10.462 0.057
H -15.432 12.053 11.648 0.146
H -14.646 10.722 11.065 0.111
H -16.182 10.566 11.917 0.070
N -17.243 11.066 15.145 0.313
H -18.092 11.605 15.242 0.137
H -16.499 11.706 14.905 0.134
H -17.209 10.458 14.339 0.050
H -17.127 10.737 16.093 0.141
N -13.910 9.583 14.786 0.325
H -14.019 10.571 14.610 0.132
H -14.678 9.075 14.370 0.070
H -14.025 9.471 15.783 0.137
H -13.021 9.348 14.367 0.096
C -16.347 7.908 12.675 -0.327
O -15.037 7.758 13.239 -0.157
O -16.819 9.162 13.187 -0.281
C -16.375 7.832 11.097 -0.665
F -15.286 8.189 10.526 0.201
F -16.496 6.585 10.736 0.170
F -17.320 8.494 10.452 0.160
C -14.562 6.401 13.175 -0.170
C -13.217 6.411 13.985 -0.040
H -12.497 7.153 13.640 0.055
H -13.107 6.735 15.020 0.049
H -12.848 5.385 14.005 0.073
H -14.286 6.059 12.177 0.119
H -15.263 5.649 13.536 0.119
H -16.985 7.122 13.078 0.142
C -10.036 6.362 11.029 -0.007
C -10.131 7.928 10.871 -0.255
C -10.805 8.356 9.519 -0.016
O -11.818 9.217 10.063 0.099
C -11.825 9.250 11.356 -0.554
O -12.651 9.941 12.055 0.025
O -10.941 8.475 11.894 0.117
H -10.963 5.789 11.007 0.078
H -9.652 6.131 12.023 0.073
H -9.366 6.041 10.231 0.097
H -9.100 8.274 10.799 0.155
H -11.256 7.544 8.948 0.143
H -10.077 8.969 8.987 0.143
C -7.470 7.828 17.537 0.006
C -8.476 8.026 16.375 -0.315
C -9.455 6.968 16.220 -0.144
O -10.637 7.613 16.231 0.095
C -10.514 8.878 16.420 -0.544
O -11.461 9.660 16.365 0.091
O -9.230 9.177 16.735 0.125
H -6.782 8.653 17.723 0.094
H -6.844 6.981 17.257 0.091
H -7.954 7.476 18.448 0.094
H -7.940 8.137 15.433 0.160
H -9.438 6.286 17.070 0.155
H -9.393 6.481 15.247 0.148
C -17.849 0.234 17.796 0.008
C -18.058 1.470 16.846 -0.314
C -17.798 2.789 17.542 -0.135
O -17.155 3.526 16.597 0.055
C -16.964 2.807 15.512 -0.619
O -16.498 3.257 14.519 0.153
O -17.143 1.521 15.805 0.130
H -18.493 0.330 18.670 0.088
H -16.831 0.232 18.186 0.081
H -17.967 -0.762 17.371 0.083
H -19.085 1.431 16.482 0.146
H -17.194 2.756 18.448 0.127
H -18.825 3.098 17.735 0.143
C -19.850 12.878 6.135 0.015
C -19.529 11.673 7.061 -0.262
C -18.906 10.432 6.297 -0.070
O -17.826 10.034 7.109 0.071
C -17.642 10.953 8.071 -0.524
O -16.913 10.825 9.028 0.083
O -18.409 12.024 7.858 0.080
H -20.611 13.454 6.661 0.091
H -20.078 12.470 5.151 0.087
H -18.888 13.349 5.934 0.095
H -20.271 11.345 7.790 0.129
H -18.520 10.603 5.292 0.143
H -19.642 9.629 6.275 0.132
C -19.906 4.627 10.278 0.013
C -19.924 5.131 11.721 -0.332
C -21.265 5.434 12.360 -0.099
O -21.244 4.781 13.614 0.077
C -20.131 3.965 13.635 -0.471
O -19.799 3.211 14.539 0.138
O -19.446 4.012 12.461 0.086
H -20.569 3.762 10.298 0.107
H -18.869 4.460 9.986 0.082
H -20.276 5.464 9.686 0.089
H -19.301 6.013 11.872 0.129
H -21.976 4.902 11.727 0.139
H -21.610 6.466 12.434 0.124
C -13.287 4.278 17.216 -0.228
C -14.181 5.440 17.658 -0.225
O -14.917 4.967 18.700 -0.199
S -14.056 3.855 19.558 0.792
O -14.890 2.625 19.777 -0.267
O -13.481 4.372 20.813 -0.234
O -12.965 3.582 18.338 -0.156
H -12.449 4.699 16.661 0.122
H -13.789 3.514 16.621 0.139
H -14.776 5.916 16.878 0.117
H -13.526 6.119 18.203 0.132
C -17.353 6.453 7.855 -0.174
C -16.339 5.358 7.499 -0.187
O -16.431 5.208 6.089 -0.205
S -17.782 5.955 5.363 0.799
O -18.659 5.008 4.606 -0.248
O -17.372 7.182 4.690 -0.258
O -18.436 6.369 6.868 -0.215
H -16.808 7.396 7.905 0.116
H -17.851 6.311 8.814 0.093
H -16.446 4.414 8.033 0.125
H -15.335 5.663 7.794 0.122
C -18.571 7.100 17.697 -0.156
C -17.959 6.684 16.358 -0.127
O -18.478 7.618 15.398 -0.234
S -19.826 8.353 15.922 0.734
O -20.950 7.925 15.113 -0.217
O -19.559 9.790 16.154 -0.287
O -19.881 7.579 17.408 -0.172
H -18.002 7.902 18.169 0.125
H -18.755 6.417 18.526 0.150
H -18.280 5.707 15.997 0.126
H -16.883 6.806 16.235 0.121
C -10.539 1.239 12.041 -0.112
C -10.914 2.712 11.724 -0.195
O -10.091 3.468 12.611 -0.231
S -10.292 2.772 14.067 0.724
O -11.713 2.852 14.441 -0.267
O -9.277 3.172 15.056 -0.235
O -9.918 1.341 13.356 -0.201
H -9.756 0.948 11.341 0.135
H -11.400 0.570 12.053 0.139
H -11.978 2.869 11.905 0.118
H -10.662 2.935 10.687 0.134
C -19.801 10.444 11.493 -0.189
C -20.093 9.058 12.026 -0.116
O -21.013 8.406 11.060 -0.233
S -21.160 9.217 9.634 0.798
O -22.512 9.331 9.089 -0.197
O -19.968 8.875 8.776 -0.263
O -20.714 10.617 10.445 -0.216
H -18.801 10.495 11.062 0.096
H -19.878 11.314 12.146 0.137
H -20.608 9.091 12.986 0.110
H -19.251 8.373 12.136 0.099
```